[1]
The following is a DFT calculation (the ωB97M-V functional and the def2-TZVPD basis) of C57H46F3GeN7S3SbTc as an isolated structure in a non-equilibrium geometry.

The geometry in XYZ format:
```
119
Properties=species:S:1:pos:R:3
Tc -1.00538 -0.76675 0.36155
S -1.82407 -0.53854 2.48065
C -2.95774 0.81377 2.21907
N -3.68316 1.07588 3.27468
N -4.52399 2.03333 3.43764
C -4.70584 3.22524 2.73166
C -5.99955 3.72418 2.58061
C -6.19791 4.91462 1.90761
C -5.11330 5.63692 1.43175
C -3.82358 5.16502 1.63411
C -3.61246 3.95466 2.26512
N -3.10221 1.36181 1.02560
N -2.51985 0.85381 -0.00581
C -2.94270 1.39838 -1.21318
C -2.75779 0.66712 -2.39245
C -3.27211 1.13459 -3.58405
C -3.96356 2.33496 -3.62872
C -4.13163 3.07964 -2.46861
C -3.62840 2.62245 -1.27036
H -5.14727 1.87991 4.22906
H -6.84116 3.16741 2.96233
H -7.20003 5.28188 1.75771
H -5.26340 6.57054 0.91146
H -2.97511 5.74692 1.31013
H -2.60820 3.59335 2.43560
H -2.26916 -0.29456 -2.36480
H -3.15866 0.54416 -4.48157
H -4.38159 2.68089 -4.55992
H -4.67268 4.01280 -2.50083
H -3.76261 3.19889 -0.36752
S -3.54233 -3.46734 -2.39405
C -2.73309 -2.62997 -1.35413
N -2.13534 -1.97668 -0.56083
F 1.29239 4.73556 5.85308
C 1.15445 4.00444 4.74663
C 0.43826 2.82013 4.80736
C 0.29152 2.07278 3.65086
C 0.84735 2.50948 2.45800
C 1.58048 3.69073 2.42161
C 1.73429 4.44843 3.56664
Sb 0.65388 1.38855 0.63961
C 0.03440 2.96012 -0.69760
C -0.47869 4.14726 -0.19134
C -0.92806 5.13682 -1.04843
C -0.86628 4.92208 -2.41548
F -1.32523 5.85804 -3.25045
C -0.35867 3.74689 -2.94144
C 0.08202 2.76733 -2.07287
C 2.74652 1.19570 0.20503
C 3.63151 1.08224 1.26866
C 4.98215 0.90883 1.02980
C 5.42938 0.82715 -0.27869
F 6.72344 0.60308 -0.51793
C 4.56475 0.96876 -1.35223
C 3.21841 1.15579 -1.09929
H 0.01284 2.49655 5.74460
H -0.25265 1.13523 3.69336
H 2.03763 4.01349 1.49651
H 2.29484 5.37008 3.55955
H -0.51568 4.30976 0.87906
H -1.31637 6.07141 -0.67595
H -0.31637 3.61319 -4.01039
H 0.45768 1.83501 -2.46790
H 3.26899 1.13218 2.28869
H 5.68696 0.82641 1.84016
H 4.94666 0.93360 -2.36095
H 2.53339 1.27120 -1.92572
C 1.59292 0.06581 -6.69605
C 0.74371 -0.70181 -5.75813
C -0.19179 -1.64444 -6.11047
C -0.95081 -2.26833 -5.09715
N -0.79463 -1.94328 -3.81921
C 0.12620 -1.06723 -3.48301
S 0.51664 -0.63412 -1.88792
N 0.88972 -0.44671 -4.43959
C -1.94743 -3.30961 -5.42555
H 1.50646 -0.31840 -7.70568
H 2.63641 0.02167 -6.38834
H 1.28593 1.11209 -6.70199
H -0.34356 -1.91168 -7.14259
H 1.60978 0.19773 -4.12822
H -1.83012 -3.66506 -6.44509
H -2.95533 -2.90678 -5.31428
H -1.85902 -4.13767 -4.72499
C 0.27289 -1.98706 0.93124
Ge 1.49285 -3.33711 1.53086
C 1.70683 -4.42698 -0.10725
C 1.26565 -5.74035 -0.13652
C 1.45192 -6.50610 -1.27351
C 2.05908 -5.95271 -2.38817
C 2.50023 -4.63935 -2.35973
C 2.33004 -3.87664 -1.21880
C 0.61423 -4.33293 2.99746
C -0.69784 -4.76545 2.85923
C -1.25658 -5.57713 3.83136
C -0.51290 -5.94941 4.93894
C 0.79229 -5.50448 5.08298
C 1.35701 -4.69730 4.10967
C 3.15784 -2.46501 2.14824
C 4.37921 -2.79769 1.58253
C 5.55007 -2.29018 2.11946
C 5.50201 -1.45913 3.22661
C 4.28194 -1.11529 3.78550
C 3.11036 -1.61123 3.24218
H 0.78566 -6.16342 0.73553
H 1.12948 -7.53524 -1.28837
H 2.19050 -6.54582 -3.27969
H 2.98795 -4.21653 -3.22737
H 2.68979 -2.85442 -1.18056
H -1.26975 -4.46946 1.98837
H -2.27392 -5.92364 3.71937
H -0.94796 -6.58754 5.69282
H 1.37436 -5.78907 5.94660
H 2.38158 -4.36140 4.21257
H 4.41151 -3.46594 0.73120
H 6.50118 -2.55980 1.68676
H 6.41907 -1.08270 3.65348
H 4.24441 -0.46886 4.64876
H 2.15358 -1.34444 3.67443
```

Its HOMO-LUMO gap (alpha / beta) is 5.19 / 5.16 eV. Its net charge is +2. The LUMO energy (alpha / beta) is -7.247 / -7.268 eV. The calculated total energy comes out at -176180.040 eV. As for the spin multiplicity: 1.



[2]
The following is a DFT calculation (the ωB97M-V functional and the def2-TZVPD basis) of C57H49AsCl5N2O9STl as an isolated structure.

The geometry in XYZ format:
```
125
Properties=species:S:1:pos:R:3
Tl -0.94921 -0.26828 -1.23323
Cl -1.82664 3.18297 6.48046
C -1.24967 2.83897 4.88131
C -1.67211 1.69769 4.19841
Cl -2.77159 0.60199 4.96754
C -1.20281 1.42394 2.92498
Cl -1.66829 -0.01364 2.09750
C -0.28819 2.27059 2.23142
O 0.15310 1.96982 1.08024
C 0.10960 3.42647 2.96523
Cl 1.18694 4.53291 2.17536
C -0.35396 3.69733 4.24503
Cl 0.18587 5.12364 5.07134
C 2.49542 -2.19725 -2.67830
C 1.34455 -1.90107 -3.60178
O 0.81137 -0.81434 -3.61767
C 0.87335 -2.97428 -4.54857
C -0.43564 -2.91795 -5.01647
C -0.90087 -3.87926 -5.89761
C -0.05659 -4.89947 -6.32906
C 1.24867 -4.95981 -5.86309
C 1.70839 -4.00237 -4.96435
H 2.52239 -1.43349 -1.89961
H 3.43230 -2.15859 -3.24720
H 2.39237 -3.19293 -2.24633
H -1.07854 -2.12468 -4.65502
H -1.92656 -3.84119 -6.24273
H -0.42051 -5.65107 -7.02020
H 1.90603 -5.75783 -6.18719
H 2.72004 -4.06559 -4.58056
O 1.59193 0.08583 -0.58933
As 2.46592 1.25237 0.18356
C 2.53034 1.03797 2.08645
C 3.27854 1.84277 2.93266
C 3.25747 1.59835 4.30060
C 2.49767 0.55025 4.80737
C 1.75739 -0.25761 3.95144
C 1.77107 -0.01489 2.58516
C 4.32235 0.83874 -0.32799
C 4.60329 0.85681 -1.69612
C 5.83946 0.44548 -2.16923
C 6.81467 0.00488 -1.27899
C 6.54120 -0.02932 0.07945
C 5.29712 0.38370 0.55294
C 2.33422 3.02786 -0.55131
C 1.15360 3.42120 -1.17069
C 1.07833 4.67044 -1.76636
C 2.17020 5.53096 -1.72992
C 3.34895 5.13449 -1.11398
C 3.43710 3.87251 -0.53697
H 3.84985 2.67636 2.53860
H 3.82208 2.23549 4.97045
H 2.47040 0.37174 5.87595
H 1.15480 -1.06755 4.34710
H 1.18070 -0.61333 1.89939
H 3.83623 1.17426 -2.39309
H 6.04276 0.45839 -3.23365
H 7.77898 -0.32478 -1.64806
H 7.29235 -0.38492 0.77544
H 5.08651 0.33541 1.61375
H 0.30347 2.75328 -1.16818
H 0.15721 4.97703 -2.24629
H 2.10223 6.51223 -2.18513
H 4.20525 5.79823 -1.09317
H 4.36393 3.55561 -0.07474
C -0.63336 -5.12985 6.29251
C 0.46739 -4.59448 5.40776
C 1.68162 -4.21763 5.97657
C 2.70442 -3.69616 5.19870
C 2.52267 -3.56823 3.83046
C 1.32320 -3.95019 3.24346
N 1.16566 -3.77418 1.84073
C 0.96104 -4.84663 0.98613
C 1.43689 -6.12885 1.29744
C 1.28871 -7.17578 0.40134
C 0.67334 -6.97540 -0.82963
C 0.19189 -5.70822 -1.13244
C 0.30798 -4.64558 -0.24383
C -0.29837 -3.30675 -0.62262
O -0.67006 -3.15063 -1.80364
O -0.39565 -2.44721 0.29939
C 0.27508 -4.45124 4.02752
C -1.03873 -4.79602 3.37381
H -0.29045 -5.20323 7.32500
H -0.96295 -6.12082 5.97170
H -1.51031 -4.47861 6.27726
H 1.81750 -4.32310 7.04795
H 3.63905 -3.39295 5.65592
H 3.29980 -3.16591 3.19220
H 0.64276 -2.95559 1.52504
H 1.93376 -6.28571 2.24825
H 1.66532 -8.15740 0.66687
H 0.56506 -7.79057 -1.53490
H -0.30254 -5.50544 -2.07486
H -1.00574 -5.79343 2.92617
H -1.26276 -4.09499 2.56851
H -1.86202 -4.77197 4.08574
C -4.92131 6.04425 -5.74013
C -5.34983 5.66449 -4.34502
C -4.95705 6.41741 -3.24528
C -5.33393 6.05098 -1.95864
C -6.12480 4.92752 -1.77520
C -6.53562 4.16423 -2.86298
C -6.14473 4.53799 -4.13592
S -6.52204 4.39762 -0.13001
O -7.93486 4.13246 -0.12170
O -5.95480 5.38481 0.75089
N -5.76763 2.98919 0.08576
C -4.28597 2.97811 0.17307
C -3.66297 2.73642 -1.20228
C -4.22539 1.49204 -1.91959
O -5.48659 1.36201 -1.88532
O -3.40288 0.74577 -2.48669
H -4.12976 6.79356 -5.71791
H -5.75708 6.45506 -6.31256
H -4.54899 5.17308 -6.28149
H -4.33400 7.29314 -3.39350
H -5.01623 6.61594 -1.09226
H -7.13010 3.27224 -2.70690
H -6.43755 3.92736 -4.98350
H -6.00150 2.31457 -0.68157
H -4.00780 2.17393 0.85570
H -3.94938 3.91342 0.61595
H -2.58305 2.61727 -1.10148
H -3.85113 3.60437 -1.84290
```

Its HOMO-LUMO gap is 6.98 eV. The calculation puts the energy above the lowest of the compared OMol25 structures with the same formula, charge and spin at 23.3 kJ/mol. Its net charge is -2. The LUMO energy is 3.686 eV. The calculated total energy comes out at -220297.228 eV. As for the spin multiplicity: 1.